No. 1
Density functional theory data (the ωB97M-V functional and the def2-TZVPD basis) for a structure of composition C39H50N5SSb2W.

Summary:
Net charge ... +1
Frontier orbital gap ... 0.238 Ha
ΔE to the lowest compared entry with this formula, charge and spin ... 0.770 eV
E_HOMO ... -0.3406 Ha
M ... 1048.291 g/mol

Geometry as XYZ:
```
98
Properties=species:S:1:pos:R:3:forces:R:3
W -0.13117 -0.21764 -0.07178 -0.47 -0.58 0.52
C 3.09750 1.53746 -2.64803 0.01 0.02 0.01
C 1.71970 2.13506 -2.91687 -0.01 0.00 -0.01
C 0.85848 2.42808 -1.67783 -0.03 0.02 0.02
N -0.20402 1.46512 -1.39356 0.17 0.03 -0.13
C -1.33540 1.55953 -2.06809 -0.06 0.05 -0.13
C -1.48294 2.35396 -3.23598 0.08 0.03 0.13
C -2.51840 2.43709 -4.12880 -0.12 -0.03 -0.05
C -3.77194 1.80774 -4.13501 0.12 0.06 0.00
C -4.29261 1.03552 -3.13253 -0.03 -0.05 0.07
C -3.72090 0.67418 -1.90577 -0.06 0.01 -0.02
C -2.44620 0.86409 -1.41140 0.13 0.07 0.01
N -2.07161 0.42461 -0.17972 0.11 0.05 -0.13
C -2.93643 0.73961 0.93917 -0.02 -0.06 -0.02
C -2.47362 2.08198 1.48212 0.00 0.02 -0.01
C -1.12596 1.97601 2.16969 -0.01 -0.04 -0.03
N -0.03760 1.36032 1.40717 0.20 -0.02 -0.02
C 1.18492 1.54864 1.94742 0.04 -0.08 -0.01
C 1.38245 1.98111 3.25913 -0.05 0.04 0.01
C 2.53272 2.36026 3.96622 -0.01 0.01 0.02
C 3.79150 2.62091 3.50029 -0.01 -0.02 -0.07
C 4.17381 2.50051 2.15805 0.04 0.05 0.05
C 3.52737 1.88750 1.12118 -0.06 -0.14 -0.06
C 2.29787 1.14990 1.07391 0.06 0.19 0.18
N 2.00244 0.26436 0.14991 0.01 0.26 -0.12
C 3.10788 -0.21528 -0.69597 0.00 -0.04 0.10
C 3.08966 0.07668 -2.19253 -0.02 -0.02 -0.02
H 3.64053 2.16917 -1.93892 0.00 0.00 0.03
H 3.66452 1.59476 -3.57947 0.00 -0.01 0.00
H 1.16972 1.46967 -3.58870 0.00 0.00 0.00
H 1.85932 3.07339 -3.46031 0.00 0.00 0.00
H 0.39056 3.41107 -1.77838 0.01 0.00 0.00
H 1.48542 2.50300 -0.79236 0.01 -0.02 -0.01
H -0.62272 2.95539 -3.49261 -0.01 0.00 -0.01
H -2.32872 3.08537 -4.97738 0.01 0.00 0.00
H -4.39693 1.98792 -4.99978 -0.01 -0.01 0.00
H -5.29850 0.66237 -3.29032 0.00 0.00 0.00
H -4.37065 0.10356 -1.25158 -0.01 0.00 -0.01
H -2.85700 -0.03673 1.70810 -0.01 0.01 0.00
H -3.98384 0.78846 0.63557 0.00 0.02 0.02
H -3.18464 2.47318 2.21418 0.01 0.00 0.01
H -2.43627 2.79550 0.65438 -0.01 0.00 0.00
H -1.28808 1.41378 3.09834 0.00 -0.01 0.00
H -0.80043 2.97645 2.47440 -0.04 0.01 -0.02
H 0.48290 2.02769 3.85521 0.04 0.00 0.03
H 2.36784 2.54131 5.02297 -0.01 0.01 0.00
H 4.52275 3.00995 4.19568 0.00 0.00 0.01
H 5.13453 2.93323 1.89996 0.00 -0.01 0.00
H 4.05221 1.93054 0.17789 0.02 0.04 0.02
H 3.13840 -1.29859 -0.59000 0.04 0.03 -0.01
H 4.05373 0.12476 -0.27654 -0.01 -0.04 -0.05
H 2.25675 -0.43812 -2.67267 0.00 0.01 0.03
H 3.98885 -0.41774 -2.57171 0.00 0.01 -0.01
C -0.78084 -0.73952 4.41691 -0.02 -0.02 0.01
Sb -0.07415 -1.54559 2.56561 -0.29 0.01 -0.08
C -1.20979 -3.33408 2.85217 0.05 -0.06 0.04
C 1.82300 -2.24031 3.36065 0.14 0.09 0.01
C 1.86412 -3.72648 3.52091 -0.03 -0.01 -0.05
C 1.47512 -4.28639 4.73516 -0.02 -0.03 0.02
C 1.38811 -5.65933 4.90625 0.00 0.02 0.00
C 1.69702 -6.49766 3.84710 0.00 -0.01 -0.02
C 2.11756 -5.95326 2.64310 0.00 -0.03 0.01
C 2.21792 -4.57657 2.45991 0.03 0.09 0.05
C 2.74638 -4.03442 1.16964 -0.08 0.12 0.16
Sb 1.33915 -3.06802 -0.17902 0.19 -0.25 -0.18
C 2.67695 -3.43490 -1.80913 -0.01 -0.01 -0.01
C 0.11301 -4.77052 -0.54604 -0.02 -0.03 -0.04
H -0.72650 -1.55948 5.13384 -0.01 0.02 0.03
H -1.81575 -0.41264 4.33199 0.00 0.00 0.00
H -0.16163 0.08328 4.76261 0.01 0.02 -0.01
H -0.83774 -3.81984 3.75212 -0.01 -0.02 0.00
H -1.13886 -4.03400 2.02370 0.00 0.02 -0.01
H -2.25292 -3.05953 3.00880 0.01 0.00 0.00
H 1.89098 -1.74630 4.33074 0.03 0.01 -0.01
H 2.61887 -1.84216 2.73137 -0.01 -0.02 -0.04
H 1.23182 -3.62845 5.56298 0.00 0.00 0.00
H 1.08442 -6.06898 5.86030 0.00 0.00 0.00
H 1.63458 -7.57149 3.96248 0.00 0.00 0.00
H 2.40083 -6.61214 1.83004 0.00 0.00 0.00
H 3.17647 -4.82952 0.56045 -0.01 -0.03 0.02
H 3.53394 -3.29870 1.35178 0.01 0.00 -0.05
H 2.57983 -4.49267 -2.05425 0.02 0.00 -0.03
H 3.70178 -3.23947 -1.49498 0.00 -0.01 0.00
H 2.43177 -2.83652 -2.68121 -0.03 0.01 0.01
H 0.72745 -5.65573 -0.38453 -0.02 -0.02 -0.01
H -0.21139 -4.74109 -1.58566 0.00 0.00 0.00
H -0.76234 -4.81446 0.09583 0.00 0.01 0.01
S -0.05450 -1.31306 -2.42840 -0.16 0.09 -0.05
C -1.45582 -2.15089 -1.87655 0.17 0.11 -0.48
C -2.40498 -2.77744 -2.69394 -0.08 -0.15 0.36
C -3.50831 -3.32098 -2.08067 -0.05 -0.01 -0.01
C -3.66300 -3.19363 -0.69338 0.02 0.00 0.01
C -2.69416 -2.53959 0.02806 0.05 -0.10 -0.02
N -1.57897 -2.05867 -0.54818 0.01 0.30 0.13
H -2.25768 -2.79414 -3.76388 0.00 -0.04 -0.01
H -4.27033 -3.82271 -2.66336 0.01 0.01 -0.01
H -4.53080 -3.59025 -0.18637 -0.01 0.00 -0.02
H -2.79537 -2.39108 1.09232 0.01 0.03 -0.02
```
Forces are in eV/Å.

No. 2
Density functional theory data (the ωB97M-V functional and the def2-TZVPD basis) for the molecule C9H10ClN3OS in a non-equilibrium geometry.

Summary:
Frontier orbital gap ... 0.320 Ha
ΔE to the lowest compared entry with this formula, charge and spin ... 2.530 eV
E_HOMO ... -0.3247 Ha
M ... 243.719 g/mol

Geometry as XYZ:
```
25
Properties=species:S:1:pos:R:3:forces:R:3
C -1.51105 4.58013 -0.14795 0.21 1.28 0.05
C 0.36056 -0.75025 -1.94980 -0.17 -1.93 -1.52
C 1.14066 -0.65416 -3.08541 0.47 -1.24 -1.90
C 1.55272 1.03720 -0.93476 -0.52 1.16 -1.68
C 0.52231 0.05648 -0.89414 2.70 1.13 1.29
C 2.03611 0.37507 -3.08642 -0.38 2.38 0.69
C 0.84120 -0.89783 1.43728 -0.32 1.01 -2.05
C -0.62512 1.07533 1.02697 0.50 1.63 -2.67
C -0.10551 -0.16736 0.37989 -1.98 -3.62 4.17
N -1.48976 5.72407 0.01889 -0.15 0.57 -0.50
N 2.11062 1.32425 -2.11147 1.15 -1.81 0.13
N -1.47219 3.31359 -0.00345 0.01 -1.32 0.52
O -2.83669 1.24559 -0.50498 1.96 -1.20 -3.24
S -1.32183 1.91538 -0.58377 -1.23 0.86 2.45
Cl 3.03441 0.71778 -4.43050 0.28 -0.14 -0.59
H -0.27713 -1.61235 -1.89525 -0.65 -0.03 0.19
H 1.11466 -1.37501 -3.99547 -0.15 1.31 1.96
H 1.86068 1.79110 -0.16031 -0.84 -1.10 -0.38
H 1.66889 -0.22830 1.57940 0.28 0.59 0.88
H 0.24099 -1.12426 2.30340 0.31 -0.19 0.43
H 1.34941 -1.72936 0.97658 -0.40 -0.84 0.01
H -1.38414 1.05784 1.74679 -1.70 -0.77 0.64
H 0.06301 1.75619 1.53730 0.59 0.03 -0.90
H -1.02223 -0.89161 0.37130 1.46 1.19 -0.81
H -3.27567 1.49309 0.25755 -1.44 1.05 2.81
```
Forces are in eV/Å.

No. 3
Density functional theory data (the ωB97M-V functional and the def2-TZVPD basis) for the molecule C5H8O2.

Summary:
Structure (SMILES) ... C1O[C@H]2C[C@@H]1CO2
Frontier orbital gap ... 0.399 Ha
ΔE to the lowest compared entry with this formula, charge and spin ... 1.020 eV
E_HOMO ... -0.3631 Ha
M ... 100.117 g/mol

Geometry as XYZ:
```
15
Properties=species:S:1:pos:R:3:forces:R:3
C -1.18178 0.69431 0.41306 -0.18 -0.07 0.25
O -0.88170 1.14449 -0.91093 0.10 0.16 0.02
C 0.32624 0.47888 -1.19371 0.06 -0.12 -0.28
C -0.00168 -0.96902 -0.85692 -0.05 -0.05 -0.04
C -0.29400 -0.56907 0.59531 0.01 -0.01 0.12
C 1.07091 0.02435 0.93568 0.02 -0.11 0.15
O 1.31765 0.84117 -0.23431 0.05 0.05 0.00
H -2.25510 0.51967 0.52104 0.10 -0.05 -0.17
H -0.87532 1.48024 1.11747 -0.19 -0.21 0.01
H 0.64683 0.74106 -2.20193 0.08 0.01 0.23
H 0.86138 -1.63751 -0.94785 -0.19 0.10 0.04
H -0.85050 -1.35256 -1.42386 0.05 0.10 0.06
H -0.71367 -1.32300 1.26373 0.23 0.11 -0.04
H 1.02490 0.62003 1.85759 0.15 0.17 -0.39
H 1.89152 -0.69808 1.02919 -0.24 -0.07 0.03
```
Forces are in eV/Å.

No. 4
Density functional theory data (the ωB97M-V functional and the def2-TZVPD basis) for a cluster of 2 separate species, C4H10 in total.

Summary:
Structure (SMILES) ... C=CC.C
Frontier orbital gap ... 0.395 Ha
ΔE to the lowest compared entry with this formula, charge and spin ... 1.094 eV
E_HOMO ... -0.3525 Ha
M ... 58.124 g/mol

Geometry as XYZ:
```
14
Properties=species:S:1:pos:R:3:forces:R:3
C 2.43278 -0.53410 0.62657 0.67 0.10 -0.07
H 2.44955 -0.49368 -0.45583 -0.16 0.00 -0.20
H 2.05385 -1.50079 0.94591 -0.12 0.10 0.11
H 1.85970 0.29989 1.01242 -0.27 -0.06 0.08
H 3.46532 -0.40720 0.96128 -0.09 -0.14 0.08
C -1.41826 1.37940 -0.63359 0.51 0.09 0.19
C -1.15624 0.14835 0.20648 -0.47 -0.18 -0.60
C -1.42960 -1.05636 -0.27550 0.05 -0.15 0.16
H -2.46887 1.49158 -0.89593 -0.06 0.00 0.13
H -1.07099 2.29119 -0.14704 -0.14 -0.01 0.04
H -0.85996 1.29933 -1.56689 -0.02 0.02 -0.06
H -0.75407 0.24052 1.20656 0.05 0.14 0.03
H -1.25414 -1.96477 0.28148 0.04 -0.02 0.16
H -1.84906 -1.19335 -1.26592 0.02 0.10 -0.05
```
Forces are in eV/Å.

No. 5
Density functional theory data (the ωB97M-V functional and the def2-TZVPD basis) for the ion C3H8N2O with charge +1 in a non-equilibrium geometry.

Summary:
Net charge ... +1
2S+1 ... 2
Frontier orbital gap (spin up / spin down) ... 0.363 / 0.179 Ha
ΔE to the lowest compared entry with this formula, charge and spin ... 1.063 eV
E_HOMO (spin up / spin down) ... -0.5305 / -0.5260 Ha
M ... 88.110 g/mol

Geometry as XYZ:
```
14
Properties=species:S:1:pos:R:3:forces:R:3
C -0.82782 0.88747 0.51512 -0.60 1.09 0.84
C 0.10678 -0.23300 0.20336 1.03 0.82 -0.38
C -0.10691 -1.28612 -0.88439 1.46 -0.12 0.28
N 0.97938 -2.06797 -1.08696 -1.47 0.61 -0.83
O -1.11138 -1.34067 -1.58829 -0.46 -0.05 0.31
N -0.01819 1.77929 1.44570 -1.40 0.14 -1.41
H -1.69830 0.52288 1.06675 -0.02 0.16 -0.24
H -1.13149 1.48006 -0.36839 -0.11 -0.69 0.22
H 0.42790 -0.73681 1.12324 -0.02 -0.13 -0.29
H 0.97114 0.29943 -0.25487 0.01 -0.50 0.39
H 0.92283 -2.58234 -1.96219 0.47 -0.27 0.18
H 1.84178 -1.57578 -0.88859 0.23 -0.47 0.19
H -0.72358 2.38326 1.87851 0.20 -0.43 0.55
H 0.36786 2.47029 0.80101 0.68 -0.15 0.20
```
Forces are in eV/Å.